# 1
Below is 9 unconnected molecules or ions with the total composition C34H83B2N2O12Si at a distorted geometry, with properties calculated with wB97M-V/def2-TZVPD.

The geometry in XYZ format:
```
134
Properties=species:S:1:pos:R:3
Si 4.06 -1.93 2.28
O -7.44 -4.17 -1.01
O -5.59 -3.29 1.62
O 3.84 1.35 -4.73
O 1.71 11.38 -3.83
O -2.64 -3.25 -5.18
O 5.04 8.82 1.51
O 3.93 11.05 -1.32
O -5.65 -0.69 5.06
O 4.28 5.73 2.78
O -2.19 -5.66 -5.16
O 2.45 3.23 -0.14
O 2.23 -2.68 -3.25
N -2.62 -3.28 -0.62
N -3.90 -5.11 -2.26
C -6.26 -6.50 -1.08
C -2.37 -0.33 0.47
C -4.50 -1.65 -0.54
C 6.04 -1.34 -1.70
C -4.84 -4.04 -1.70
C -2.18 -3.15 -2.04
C 2.53 -0.79 2.37
C -4.14 -3.23 -0.49
C -3.92 -0.80 0.68
C 3.40 3.33 0.90
C -5.40 -3.08 -2.90
C 5.44 -1.01 -0.30
C -2.60 -4.55 -2.78
C 0.58 0.39 1.12
C 6.02 -2.79 -2.33
C 6.37 8.83 0.99
C 1.46 -0.98 1.18
C 5.35 -3.94 -1.54
C 2.75 2.24 -4.54
C 2.49 -1.28 -3.16
C 4.76 -3.61 -0.14
C -0.59 0.43 2.23
C -2.01 0.83 1.53
C -6.76 0.19 5.20
C 4.78 -2.17 0.52
C 5.23 5.82 3.83
C -5.86 -6.45 3.68
C 1.95 12.77 -3.76
C -4.42 -3.85 0.98
C 5.04 10.63 -2.09
C -5.75 -3.93 2.91
C 3.83 -3.65 3.08
C 5.45 -1.05 3.31
C -6.58 -5.32 2.79
B -2.48 -4.48 -4.41
B -6.19 -4.89 -1.24
H -2.35 -6.46 -4.61
H 4.72 5.86 4.79
H -1.91 -2.65 -4.88
H 5.84 6.72 3.69
H 4.01 4.23 0.77
H -4.09 -1.14 -1.50
H -0.42 1.24 3.03
H 6.43 8.14 0.15
H 2.68 2.93 -5.38
H 5.22 -1.03 4.43
H -1.95 1.87 1.05
H -6.17 -6.39 4.78
H 5.51 0.06 0.09
H 5.10 9.53 -2.08
H -4.42 -5.64 -2.99
H -4.35 -4.99 1.03
H 5.31 -5.02 -1.93
H -6.25 -2.43 -2.51
H 2.89 3.37 1.87
H 3.99 -3.51 4.22
H 3.72 6.51 2.83
H 4.05 2.45 0.87
H 2.94 -3.12 -2.76
H -4.52 0.19 0.70
H 5.96 11.05 -1.68
H 1.18 13.29 -4.32
H 0.15 0.60 0.08
H 1.89 4.02 -0.09
H -5.88 -3.79 -3.68
H -4.72 -4.21 3.33
H 4.92 10.97 -3.12
H -7.63 -5.08 3.20
H 4.86 7.92 1.81
H -7.15 -6.80 -0.41
H -4.06 -1.26 1.72
H 6.47 -1.50 3.05
H -1.78 -5.30 -2.44
H 1.70 -0.75 -3.71
H -2.33 -4.22 -0.28
H 4.06 10.74 -0.42
H -2.14 -0.04 -0.61
H -5.32 -6.81 -0.46
H -6.20 -7.49 3.31
H 5.88 4.94 3.79
H -2.85 0.84 2.32
H 3.66 0.87 -5.55
H -6.22 -7.10 -2.05
H -1.72 -1.24 0.77
H 4.66 -4.35 2.67
H 1.82 1.67 -4.44
H -3.65 -5.70 -1.44
H 2.92 2.80 -3.62
H 3.46 -1.06 -3.60
H 2.80 -4.12 2.93
H 2.87 0.31 2.42
H -4.72 -6.44 3.62
H -0.74 -0.56 2.77
H -5.77 -1.19 4.24
H 1.92 -1.10 0.14
H 1.91 13.09 -2.71
H 7.07 8.55 1.77
H -5.65 -1.55 -0.53
H -6.64 0.77 6.11
H -3.52 -3.46 1.62
H 4.29 -4.48 0.43
H -7.19 -3.27 -0.69
H -6.23 -3.19 3.66
H 2.41 10.94 -3.32
H 5.47 0.03 2.88
H -7.68 -0.40 5.25
H -6.80 0.87 4.34
H 6.49 -3.04 -3.35
H 1.98 -1.04 3.35
H 6.54 -0.50 -2.29
H -6.62 -5.62 1.68
H 2.93 13.00 -4.18
H 6.60 9.84 0.64
H 0.72 -1.82 1.46
H -2.57 -2.23 -2.58
H -4.57 -2.47 -3.38
H 2.47 -0.97 -2.12
H -1.04 -3.11 -2.08
H 1.27 1.29 1.35
```

Summary:
Charge: +1
E_HOMO, eV: -10.30
Kohn-Sham gap, eV: 7.03
Total energy, eV: -73371.1384

Atomic partial charges in e from the Mulliken method, atoms 1 to 99:
1. Si 0.10
2. O -0.73
3. O -0.21
4. O -0.49
5. O -0.51
6. O -0.51
7. O -0.49
8. O -0.48
9. O -0.47
10. O -0.43
11. O -0.53
12. O -0.51
13. O -0.55
14. N -0.23
15. N 0.25
16. C -0.92
17. C 0.32
18. C -0.51
19. C -0.46
20. C -0.63
21. C -1.04
22. C -0.37
23. C 0.71
24. C -1.15
25. C -0.34
26. C -1.29
27. C -0.19
28. C -0.31
29. C 0.20
30. C -0.40
31. C -0.58
32. C 0.12
33. C -0.65
34. C -0.47
35. C -0.03
36. C -0.18
37. C -0.82
38. C -0.80
39. C -0.56
40. C 0.63
41. C -0.51
42. C -1.15
43. C -0.49
44. C -1.76
45. C -0.59
46. C -0.52
47. C -1.06
48. C -0.97
49. C 0.24
50. B 0.66
51. B 1.03
52. H 0.32
53. H 0.27
54. H 0.33
55. H 0.20
56. H 0.26
57. H 0.28
58. H 0.41
59. H 0.28
60. H 0.30
61. H 0.32
62. H 0.26
63. H 0.31
64. H 0.18
65. H 0.27
66. H 0.59
67. H 0.31
68. H 0.33
69. H 0.41
70. H 0.24
71. H 0.29
72. H 0.27
73. H 0.03
74. H 0.27
75. H 0.31
76. H 0.27
77. H 0.26
78. H 0.27
79. H 0.29
80. H 0.37
81. H 0.34
82. H 0.27
83. H 0.42
84. H 0.28
85. H 0.28
86. H 0.16
87. H 0.29
88. H 0.21
89. H 0.11
90. H 0.43
91. H 0.28
92. H 0.27
93. H 0.31
94. H 0.33
95. H 0.24
96. H 0.36
97. H 0.29
98. H 0.36
99. H -0.15

# 2
Below is a molecular structure, C34H83CrFN7O11S at a distorted geometry, with properties calculated with wB97M-V/def2-TZVPD.

The geometry in XYZ format:
```
138
Properties=species:S:1:pos:R:3
Cr 15.88 -5.51 -25.95
S 18.06 -5.19 -27.54
F 15.58 -4.64 -24.22
O 21.78 -10.89 -28.56
O 19.76 1.50 -26.62
O 22.06 -5.44 -32.30
O 18.11 -4.20 -28.60
O 16.89 -6.10 -27.66
O 13.85 -4.38 -32.80
O 22.66 -8.47 -23.88
O 19.32 -5.87 -27.30
O 16.17 -9.14 -23.06
O 17.55 -4.54 -26.27
O 12.29 -3.32 -28.01
N 19.73 -6.26 -24.60
N 21.58 -7.13 -28.53
N 15.67 -3.64 -29.72
N 19.43 -3.20 -30.99
N 16.95 -7.05 -24.87
N 18.36 -1.24 -28.82
N 14.82 -4.07 -27.04
C 21.46 -8.10 -24.52
C 19.48 0.76 -27.81
C 21.52 -4.22 -31.80
C 18.60 1.76 -25.88
C 16.79 -8.50 -25.27
C 17.16 -9.35 -24.08
C 12.77 -3.81 -33.50
C 20.96 -6.76 -24.00
C 20.72 -6.74 -22.48
C 20.98 -8.49 -28.39
C 22.14 -9.50 -28.56
C 14.10 -2.92 -26.47
C 15.28 -4.42 -30.89
C 21.01 -11.27 -27.45
C 17.65 -8.91 -26.45
C 15.19 -5.90 -30.53
C 19.08 -0.71 -27.65
C 15.14 -1.85 -26.16
C 23.28 -5.25 -33.00
C 11.19 -2.79 -28.71
C 16.09 -10.08 -22.00
C 20.15 -1.32 -21.86
C 23.67 -8.83 -24.81
C 19.92 -8.65 -29.44
C 21.22 -2.34 -23.75
C 19.29 -5.42 -31.97
C 13.94 -3.94 -31.46
C 20.34 -1.60 -27.45
C 20.16 -4.48 -31.11
C 18.94 -1.78 -22.32
C 19.99 -2.87 -24.18
C 18.86 -2.54 -23.47
C 13.12 -2.31 -27.49
C 21.31 -1.54 -22.62
H 24.66 -8.68 -24.38
H 12.57 -1.49 -27.00
H 22.23 -3.86 -31.04
H 16.46 -4.08 -29.23
H 11.41 -2.32 -29.68
H 21.32 -6.84 -29.46
H 15.44 -9.73 -21.20
H 20.35 -8.73 -30.44
H 19.13 -5.07 -32.99
H 19.01 -1.37 -29.60
H 14.64 -6.50 -31.26
H 21.52 -8.09 -25.61
H 22.85 -9.37 -27.74
H 18.28 -2.25 -28.62
H 10.69 -2.07 -28.05
H 20.29 -4.97 -30.15
H 19.73 -6.25 -25.63
H 21.45 -3.54 -32.65
H 10.45 -3.54 -28.99
H 18.07 -1.64 -21.70
H 13.51 -3.19 -25.59
H 12.43 -4.44 -34.33
H 17.69 -8.18 -27.26
H 18.10 0.84 -25.56
H 20.86 -1.29 -26.53
H 18.44 -0.78 -26.77
H 23.54 -8.33 -25.77
H 18.91 2.16 -24.91
H 20.09 -2.65 -27.30
H 16.03 -4.27 -31.68
H 17.88 2.47 -26.29
H 17.98 -6.90 -24.75
H 19.42 -5.34 -24.34
H 14.71 -6.06 -29.56
H 21.72 -11.34 -26.61
H 23.69 -9.91 -25.02
H 23.56 -6.20 -33.44
H 22.12 -2.48 -24.34
H 19.22 -9.47 -29.26
H 23.30 -4.44 -33.73
H 16.79 -7.17 -23.86
H 20.51 -8.48 -27.40
H 22.54 -9.32 -29.55
H 21.04 -1.49 -28.27
H 17.25 -9.84 -26.86
H 15.23 -3.62 -27.88
H 14.05 -4.59 -27.49
H 16.11 -2.78 -30.04
H 20.38 0.85 -28.43
H 19.93 -7.46 -22.24
H 18.78 1.32 -28.44
H 17.91 -2.98 -23.76
H 19.92 -3.55 -25.02
H 16.14 -6.39 -30.30
H 20.19 -10.59 -27.20
H 15.88 -2.23 -25.46
H 18.85 -3.27 -31.82
H 19.84 -6.36 -32.08
H 21.68 -5.94 -24.13
H 15.62 -10.96 -22.45
H 13.02 -2.80 -33.85
H 11.88 -3.76 -32.86
H 20.65 -8.81 -24.31
H 15.68 -1.48 -27.04
H 18.17 -9.16 -23.70
H 19.36 -7.72 -29.54
H 17.03 -10.43 -24.22
H 18.81 -3.35 -30.19
H 21.00 -6.50 -27.96
H 24.03 -5.06 -32.23
H 13.12 -4.25 -30.81
H 13.91 -2.84 -31.46
H 22.20 -0.99 -22.35
H 20.26 -5.81 -22.16
H 18.36 -5.69 -31.47
H 13.67 -1.87 -28.32
H 20.14 -0.78 -20.93
H 20.48 -12.21 -27.61
H 21.63 -6.89 -21.91
H 18.65 -9.09 -26.06
H 15.73 -8.64 -25.52
H 17.09 -10.22 -21.59
H 14.65 -0.99 -25.71
```

Summary:
⟨S²⟩: 3.79
E_HOMO (spin up / spin down), eV: -8.85 / -8.85
Kohn-Sham gap (spin up / spin down), eV: 7.02 / 7.80
Spin multiplicity: 4
Total energy, eV: -111529.8418

Atomic partial charges in e from the Mulliken method, atoms 1 to 99:
1. Cr -0.02
2. S 0.96
3. F -0.72
4. O -0.39
5. O -0.35
6. O -0.29
7. O 0.32
8. O -0.70
9. O -0.34
10. O -0.42
11. O -0.45
12. O -0.33
13. O -0.27
14. O -0.28
15. N -0.18
16. N -0.70
17. N -0.03
18. N -0.60
19. N 0.69
20. N -0.58
21. N 0.81
22. C 0.70
23. C -1.19
24. C -1.14
25. C -0.62
26. C 0.57
27. C -0.96
28. C -0.80
29. C 0.47
30. C -1.61
31. C 2.97
32. C -0.91
33. C 0.12
34. C 0.84
35. C -0.10
36. C -0.87
37. C -1.21
38. C 1.83
39. C -1.41
40. C -0.81
41. C -0.85
42. C -0.77
43. C -0.44
44. C -0.69
45. C -1.34
46. C -1.09
47. C -1.78
48. C -0.91
49. C -1.10
50. C 1.98
51. C -0.78
52. C 0.75
53. C 0.01
54. C -0.98
55. C -0.68
56. H 0.34
57. H 0.60
58. H 0.38
59. H -0.84
60. H 0.31
61. H 0.00
62. H 0.24
63. H 0.43
64. H 0.53
65. H 0.39
66. H 0.50
67. H -0.26
68. H 0.18
69. H -0.30
70. H 0.36
71. H -0.87
72. H 0.09
73. H 0.48
74. H 0.27
75. H 0.43
76. H 0.48
77. H 0.30
78. H 0.07
79. H 0.18
80. H 0.41
81. H -0.57
82. H 0.32
83. H 0.28
84. H -0.12
85. H 0.12
86. H 0.31
87. H -0.34
88. H -0.21
89. H 0.15
90. H 0.21
91. H 0.26
92. H 0.24
93. H 0.43
94. H 0.22
95. H 0.29
96. H 0.49
97. H -1.50
98. H 0.35
99. H 0.37

# 3
Below is 16 unconnected molecules or ions with the total composition C34H84ClFN5O17PS2 at a distorted geometry, with properties calculated with wB97M-V/def2-TZVPD.

The geometry in XYZ format:
```
145
Properties=species:S:1:pos:R:3
Cl 0.57 -3.40 1.06
S -0.39 -1.95 -6.13
S -0.13 0.92 -6.77
P 4.20 2.12 -3.19
F 2.56 -2.40 -5.10
O 4.18 -5.51 0.84
O -2.59 -1.87 7.74
O -8.18 0.48 8.04
O 0.02 -2.07 4.50
O 3.46 2.95 -4.43
O -7.47 2.00 5.07
O 0.62 -6.23 5.79
O -1.65 2.87 2.49
O -0.87 5.08 -2.56
O -4.14 1.12 3.23
O 1.17 -4.85 -7.53
O 1.36 -4.40 8.28
O 2.91 3.91 2.84
O -2.16 -1.20 0.40
O -2.72 1.58 -2.59
O 5.86 2.28 -7.16
O -3.42 4.48 -5.93
N 3.65 -0.39 1.28
N -1.60 -0.18 -4.64
N 1.59 -3.30 -2.81
N 1.70 -1.62 -0.48
N 5.84 1.76 -3.67
C -2.73 1.95 -3.95
C 5.36 3.00 -8.28
C -6.89 -0.01 7.66
C 3.27 -0.40 -4.20
C -1.89 0.44 -2.33
C 3.75 -0.07 -5.62
C 0.38 -3.13 5.38
C 2.51 -5.11 -7.14
C -7.37 3.27 5.70
C 1.72 -5.45 9.16
C 1.15 -3.63 -1.63
C -1.84 5.76 -3.35
C 1.57 1.27 -6.14
C 2.92 0.53 0.79
C 1.82 1.18 1.65
C 1.19 -2.79 -0.48
C 2.85 5.33 2.72
C 3.03 1.05 -0.63
C 2.23 -1.22 -1.68
C 3.38 0.44 -3.00
C -4.68 4.95 -5.47
C 2.15 -2.05 -2.80
C -1.56 4.14 3.12
C 2.67 -1.60 -4.03
C -2.22 -2.93 8.63
C 2.88 0.05 -1.78
C -4.27 1.14 4.65
C 1.83 -6.60 5.12
C 4.55 -4.69 -0.26
C -0.77 -0.42 -5.75
C -2.69 0.76 -4.93
C -0.86 0.19 -3.43
C -2.20 -0.17 1.39
C 2.59 0.21 -6.61
H 4.40 0.82 -5.66
H 1.48 -3.18 5.47
H 3.60 5.69 2.02
H -1.13 -2.97 8.71
H -4.98 5.84 -6.03
H 2.95 -5.79 -7.87
H 3.23 -5.45 0.94
H -0.27 -0.69 -3.11
H -2.61 -3.88 8.25
H -3.52 4.26 -6.86
H 5.98 0.75 -3.64
H -2.65 -2.73 9.61
H -1.42 6.71 -3.66
H -6.32 3.56 5.74
H -8.41 1.77 5.05
H 3.01 5.80 3.70
H -7.92 4.03 5.13
H -4.95 1.94 4.95
H 3.02 0.60 -7.54
H 3.37 -0.59 2.24
H 0.19 -7.04 6.08
H 0.40 -2.26 3.64
H -2.53 -0.58 2.34
H 2.00 2.26 1.59
H -2.68 1.16 -5.96
H 0.72 -4.63 -1.51
H 1.61 -7.22 4.25
H -6.12 0.44 8.29
H 1.34 -6.41 8.79
H -0.51 4.42 3.18
H -1.97 4.09 4.14
H -2.90 0.60 1.07
H 4.83 2.32 -8.96
H -2.21 -2.07 6.89
H 4.67 3.76 -7.93
H -1.21 0.28 1.50
H 3.79 3.69 3.16
H 6.18 3.47 -8.82
H 1.74 -4.60 7.42
H 4.02 1.50 -0.71
H -6.71 0.28 6.63
H 1.80 0.80 2.67
H 3.73 3.87 -4.31
H -8.32 0.22 8.96
H -2.58 2.63 2.45
H 3.09 -4.18 -7.13
H 1.30 -5.24 10.14
H -2.55 -0.43 -2.18
H 1.86 5.60 2.36
H -3.29 1.31 5.08
H 1.46 1.35 -5.05
H -1.54 -1.85 0.71
H -6.86 -1.10 7.74
H -2.08 5.16 -4.24
H 6.46 1.61 -7.50
H -3.68 2.48 -4.13
H -5.44 4.17 -5.59
H -7.76 3.22 6.72
H 2.54 -5.57 -6.15
H 5.63 -4.74 -0.39
H -1.91 2.64 -4.22
H -3.65 0.22 -4.83
H 2.81 -5.51 9.25
H 4.31 -0.93 -6.01
H -2.10 4.89 2.55
H 1.79 2.27 -6.51
H -1.26 4.23 -2.29
H 0.00 -4.07 5.01
H 2.33 1.88 -0.81
H 2.32 -5.69 4.78
H -0.15 1.02 -3.56
H 2.03 -0.70 -6.87
H -5.02 0.97 2.86
H 4.27 -3.65 -0.07
H -0.04 -2.93 6.37
H 4.07 -5.05 -1.18
H 0.79 -4.25 -6.88
H 0.88 1.00 1.10
H 2.49 -7.13 5.80
H 5.96 2.04 -4.65
H -4.65 0.18 5.00
H -4.59 5.20 -4.42
H -2.75 5.93 -2.77
H -1.38 0.58 -1.37
```

Summary:
E_HOMO, eV: -8.03
Kohn-Sham gap, eV: 7.28
Total energy, eV: -125069.1560

Atomic partial charges in e from the Mulliken method, atoms 1 to 99:
1. Cl -0.18
2. S -0.17
3. S -0.26
4. P 0.04
5. F -0.29
6. O -0.53
7. O -0.47
8. O -0.53
9. O -0.35
10. O -0.40
11. O -0.46
12. O -0.46
13. O -0.34
14. O -0.50
15. O -0.36
16. O -0.53
17. O -0.41
18. O -0.42
19. O -0.47
20. O -0.41
21. O -0.43
22. O -0.44
23. N -0.77
24. N 0.28
25. N -0.57
26. N -0.24
27. N -0.74
28. C 0.14
29. C -0.65
30. C -0.37
31. C 0.33
32. C -0.25
33. C -0.93
34. C -0.44
35. C -0.40
36. C -0.58
37. C -0.58
38. C -0.82
39. C -0.37
40. C 0.03
41. C 0.34
42. C -1.04
43. C 0.20
44. C -0.63
45. C -1.28
46. C 0.47
47. C 0.68
48. C -0.64
49. C 0.01
50. C -0.52
51. C 0.84
52. C -0.54
53. C 0.36
54. C -0.24
55. C -0.58
56. C -0.29
57. C 0.00
58. C -0.83
59. C 0.29
60. C -0.19
61. C -0.57
62. H -0.18
63. H 0.28
64. H 0.30
65. H 0.20
66. H 0.32
67. H 0.29
68. H 0.28
69. H -0.20
70. H 0.24
71. H 0.26
72. H 0.40
73. H 0.27
74. H 0.31
75. H 0.22
76. H 0.27
77. H 0.28
78. H 0.28
79. H -0.14
80. H 0.41
81. H 0.31
82. H 0.25
83. H 0.14
84. H 0.46
85. H 0.19
86. H 0.42
87. H 0.49
88. H 0.30
89. H 0.27
90. H 0.23
91. H 0.03
92. H 0.26
93. H 0.09
94. H 0.27
95. H 0.30
96. H 0.22
97. H -0.01
98. H 0.25
99. H 0.29

- Number 3 is which compound?
  C34H84ClFN5O17PS2

- Which of these has the lowest total energy?
  C34H84ClFN5O17PS2

- Which of these has the highest total energy?
  C34H83B2N2O12Si